Entry 1:
ORCA calculation (ωB97M-V/def2-TZVPD) on C6H17FO2Si2 as an isolated structure.

Net charge   0
Spin multiplicity   1
HOMO-LUMO gap   10.462 eV
HOMO energy   -9.583 eV

Last column: Löwdin charge in e.
Atoms and positions in Å:
H: -2.9993 1.0169 -4.1050  0.112
H: -1.7977 -1.4824 3.0920  -0.071
Si: -0.8109 -1.2332 2.0198  0.523
F: 2.7666 -2.7626 2.3647  -0.097
C: 3.2640 -1.4508 2.4329  -0.474
H: -2.0482 2.6641 -0.3994  0.119
H: -0.9181 -0.2949 -2.9053  0.116
C: -1.2936 0.7205 -2.7692  -0.205
H: 5.1429 -0.4070 1.8511  0.078
H: -3.2949 -0.0761 -2.7465  0.115
H: -0.7133 1.3951 -3.4081  0.117
H: 1.5761 -0.8351 0.3401  -0.013
C: 4.6129 -1.3577 1.6893  -0.103
H: 3.3541 -1.2047 3.5087  0.111
H: -2.7774 1.0560 -0.2217  0.094
C: -2.3001 1.7434 -0.9281  -0.219
H: -1.4251 -0.3415 1.0206  -0.072
H: -2.9217 2.9402 -2.6081  0.115
O: -1.0994 1.1240 -1.4077  -0.164
C: -3.1812 1.9860 -2.1411  -0.175
H: -4.2432 2.0043 -1.8975  0.113
H: -0.5322 -2.5275 1.3873  -0.061
Si: 1.8818 -0.3452 1.6876  0.591
H: 5.2748 -2.1496 2.0961  0.079
H: 2.2338 1.0825 1.7150  -0.024
O: 0.5421 -0.5062 2.7657  -0.502
C: -2.7808 0.8393 -3.0523  -0.176
H: 4.4881 -1.5978 0.6191  0.074

Entry 2:
ORCA calculation (ωB97M-V/def2-TZVPD) on C6H17N as an isolated structure.

Net charge   0
Spin multiplicity   1
HOMO-LUMO gap   8.320 eV
ΔE to the lowest compared entry with this formula, charge and spin   83.4 kcal per mole
HOMO energy   -7.300 eV

Last column: Löwdin charge in e.
Atoms and positions in Å:
H: -1.1200 -1.2231 -0.2683  0.089
H: 1.2429 -0.3785 -1.4629  0.097
H: 0.1775 -2.3896 0.5604  0.053
H: 0.9027 1.9820 -1.9011  0.066
C: 0.1345 -1.8027 -0.3552  -0.176
H: -2.0269 -0.3305 1.8513  0.077
H: 2.3085 1.8086 -0.8614  0.056
H: 2.8890 0.1099 0.3796  0.057
H: 1.1936 3.1309 -0.5920  0.064
H: -1.4175 0.4221 -0.3324  0.048
C: 2.3039 -0.8085 0.3829  -0.117
H: -2.8446 -0.2127 -0.9760  0.105
H: -3.5339 -1.0121 1.2232  0.077
H: -0.5308 1.6897 0.1915  0.057
H: 0.0733 -2.4146 -1.2517  0.055
H: 2.9305 -1.6202 0.0023  0.081
H: -3.2851 0.7566 1.2705  0.072
H: 0.7973 1.2782 1.0871  0.067
C: 0.4347 1.1815 0.0575  -0.182
C: 1.2505 2.0758 -0.8706  -0.175
C: 1.0389 -0.6838 -0.4402  -0.324
H: 2.0587 -1.0472 1.4201  0.077
C: -2.8030 -0.2114 1.1021  -0.133
N: -2.1746 -0.3004 -0.2165  -0.091

Entry 3:
ORCA calculation (ωB97M-V/def2-TZVPD) on a 2-piece molecular cluster, C6H17N2 overall.

⟨S²⟩   0.751
Net charge   0
Spin multiplicity   2
HOMO-LUMO gap (alpha / beta)   4.210 / 9.619 eV
ΔE to the lowest compared entry with this formula, charge and spin   58.0 kcal per mole
HOMO energy (alpha / beta)   -3.556 / -8.990 eV

Last column: Löwdin charge in e.
Atoms and positions in Å:
H: 1.3180 -0.6772 -1.3819  0.093
C: -1.5506 -0.0125 1.7118  -0.126
C: -1.5919 1.2811 0.8606  -0.293
H: 1.2430 -0.0371 1.5073  0.080
H: -1.9384 0.0519 2.7425  0.077
C: -1.1536 1.0810 -0.5723  -0.322
H: -2.1101 2.8105 -1.3380  0.064
H: 0.6311 -2.6014 -2.5088  0.126
H: 2.9169 -0.4706 1.8883  0.030
H: 1.2300 -3.6456 -1.2606  0.080
C: 2.0115 -1.6320 0.3522  -0.210
H: -2.6415 1.6228 0.7928  0.108
H: -0.5142 -0.2456 1.8916  -0.012
C: -1.1982 2.2543 -1.5495  -0.106
H: -0.4699 3.0241 -1.2396  0.072
H: 2.5466 0.4147 0.4673  0.043
N: 2.2289 -0.3778 1.1019  -0.004
H: -0.1988 0.5798 -0.5678  0.043
H: -0.9220 2.0395 1.3274  0.101
H: 2.1773 -2.5428 0.9286  0.086
H: -1.1146 2.0171 -2.6091  0.068
H: -1.9521 -0.8138 1.0552  0.080
C: 1.5570 -1.6523 -0.9383  -0.230
N: 1.3174 -2.7624 -1.7143  0.046
H: -1.8217 0.2944 -0.9473  0.105

Entry 4:
ORCA calculation (ωB97M-V/def2-TZVPD) on a 2-piece molecular cluster, C6H17N2 overall.

⟨S²⟩   0.753
Net charge   0
Spin multiplicity   2
HOMO-LUMO gap (alpha / beta)   9.644 / 8.656 eV
ΔE to the lowest compared entry with this formula, charge and spin   35.2 kcal per mole
HOMO energy (alpha / beta)   -8.616 / -8.737 eV

Last column: Löwdin charge in e.
Atoms and positions in Å:
H: -0.3369 -1.3471 1.0984  0.051
H: 3.1407 -2.1549 1.0235  0.058
H: 0.1989 3.6796 -0.1115  0.065
H: -1.0176 1.9299 1.2144  0.109
H: -3.0249 0.2587 -0.1778  0.071
H: 0.0358 -3.4479 0.1314  0.072
H: -4.0890 1.6610 -0.6911  0.073
C: 1.1163 -3.3450 -0.0763  -0.093
H: -2.3100 3.0682 -0.5399  0.095
C: 1.4643 -1.8893 -0.1473  -0.489
H: -0.7035 0.7303 -0.1943  0.078
C: -0.8678 1.7601 0.1420  -0.322
H: 1.5524 -1.5982 -1.2076  0.127
H: -3.5196 1.5660 0.9681  0.069
H: 1.2012 -0.6380 1.6012  0.054
N: 2.9512 -1.6417 0.1512  -0.004
C: -3.2668 1.3094 -0.0669  -0.128
H: 2.9465 -0.7331 0.6058  0.036
N: -2.1065 2.0774 -0.5726  -0.166
H: 1.4832 -3.9138 0.7905  0.083
C: 0.6349 -1.0157 0.7593  0.049
C: 0.2619 2.6345 -0.4244  -0.095
H: 1.2866 2.2767 -0.3245  0.062
H: 1.1811 -3.9136 -1.0005  0.074
H: -0.0350 2.6521 -1.4782  0.070

Entry 5:
ORCA calculation (ωB97M-V/def2-TZVPD) on an isolated ion of composition C6H17N2 and charge +1.

Net charge   +1
Spin multiplicity   1
HOMO-LUMO gap   10.090 eV
ΔE to the lowest compared entry with this formula, charge and spin   28.8 kcal per mole
HOMO energy   -13.300 eV
SMILES   CCC[C@@H]([NH3+])CNC

Last column: Löwdin charge in e.
Atoms and positions in Å:
N: 1.5734 -0.8917 0.7465  -0.106
C: -1.1940 1.8571 0.2365  -0.257
H: -1.1732 4.0047 0.4068  0.070
N: -0.2294 -1.5351 -1.3139  0.219
H: 0.2544 -2.3319 -0.8934  0.119
H: -0.3011 -1.7622 1.4527  0.127
H: -1.8666 3.5755 -0.9861  0.085
C: -0.7567 -0.5941 -0.1705  -0.218
H: -1.8234 -0.7795 -0.0370  0.150
C: -0.6817 0.8305 -0.7765  -0.198
H: -1.2267 0.8993 -1.7412  0.136
H: 1.4880 -3.0274 0.3771  0.083
H: -0.7732 1.7393 1.2563  0.109
H: -0.1222 3.4484 -0.8983  0.081
H: 2.3761 -2.5868 1.8115  0.082
C: -1.0373 3.2468 -0.3455  -0.103
C: 2.1718 -2.2306 0.8138  -0.108
H: 0.0360 -0.1198 1.8544  0.121
H: 2.1882 -0.2522 1.2202  0.122
H: 0.5547 -1.0033 -1.6946  0.153
H: 3.0455 -2.2711 0.1222  0.098
H: 0.3960 1.0506 -0.9894  0.127
H: -2.2323 1.5461 0.4813  0.125
H: -0.8466 -1.9529 -2.0056  0.174
C: 0.1802 -0.8596 1.0727  -0.192

Entry 6:
ORCA calculation (ωB97M-V/def2-TZVPD) on a 2-piece molecular cluster, C6H17N2 overall.

Net charge   +1
Spin multiplicity   1
HOMO-LUMO gap   11.629 eV
ΔE to the lowest compared entry with this formula, charge and spin   29.2 kcal per mole
HOMO energy   -14.301 eV

Last column: Löwdin charge in e.
Atoms and positions in Å:
H: 2.2169 -0.6843 -1.5353  0.134
C: -0.9893 0.5263 1.8507  -0.283
H: 0.6490 0.6506 -2.7321  0.092
H: 1.3108 2.6919 0.8720  0.075
H: -0.4490 -0.6418 -3.2836  0.105
H: 2.6337 -2.5633 -0.2248  0.092
C: -2.3602 0.3724 1.1791  -0.082
C: -0.2658 0.1309 -2.5379  0.028
H: -1.1140 0.7614 -2.2843  0.102
C: 1.6591 -2.1111 -0.0298  -0.063
N: 0.1081 -0.6108 -1.2673  -0.056
H: 0.1906 0.1665 -0.4994  0.121
H: 1.2877 -2.1492 -2.1747  0.156
C: 0.5619 2.2081 1.4750  0.014
H: -0.6182 -1.2603 -1.0106  0.146
H: -3.1668 0.1341 1.8463  0.071
C: 1.3796 -1.3710 -1.3358  -0.236
H: -1.1398 1.1718 2.7084  0.096
H: 0.3330 2.5707 2.5301  0.117
H: -0.5671 -0.4671 2.1518  0.123
H: 1.7793 -1.2417 0.6987  0.098
H: 0.8206 -2.7654 0.1489  0.079
H: -2.6181 1.4414 0.8923  0.100
H: -2.3689 -0.2071 0.2545  0.050
N: 0.0216 1.1620 0.9865  -0.081

Entry 7:
ORCA calculation (ωB97M-V/def2-TZVPD) on a 2-piece molecular cluster, C6H17N2 overall.

Net charge   +1
Spin multiplicity   1
HOMO-LUMO gap   9.910 eV
ΔE to the lowest compared entry with this formula, charge and spin   27.2 kcal per mole
HOMO energy   -13.162 eV

Last column: Löwdin charge in e.
Atoms and positions in Å:
H: -0.1105 0.3826 -0.7353  0.095
C: 1.6794 1.5429 -1.1207  -0.262
H: -2.7689 -2.3866 0.9257  0.123
C: 0.9763 0.2768 -0.6362  -0.300
C: 1.4332 -0.9952 -1.3475  -0.104
H: -3.3814 1.2126 0.9609  0.110
H: -0.3945 -2.8107 1.7758  0.176
H: 2.5212 -1.0272 -1.4568  0.086
H: 1.1602 0.1548 0.4494  0.100
C: 1.7008 2.7272 -0.1488  -0.105
H: 2.2509 2.4876 0.7607  0.074
H: 1.0204 -1.0792 -2.3550  0.089
N: -0.6256 -2.2536 0.9492  0.182
H: -4.1432 -0.3016 0.8706  0.112
H: 1.1956 1.9024 -2.0289  0.115
H: 0.6984 3.0379 0.1642  0.070
H: 2.7138 1.2499 -1.3280  0.111
H: 0.0935 -1.5316 0.8431  0.108
C: -2.1446 -0.3479 1.2291  -0.177
H: -0.5302 -2.8363 0.1179  0.160
H: 1.2180 -1.9239 -0.8158  0.040
N: -3.3792 0.2439 1.2471  0.093
C: -1.9786 -1.6638 1.0506  -0.095
H: -1.3239 0.3537 1.3009  0.123
H: 2.1188 3.5854 -0.6722  0.076

Entry 8:
ORCA calculation (ωB97M-V/def2-TZVPD) on an isolated ion of composition C6H17N2 and charge +1.

Net charge   +1
Spin multiplicity   1
HOMO-LUMO gap   10.486 eV
ΔE to the lowest compared entry with this formula, charge and spin   19.0 kcal per mole
HOMO energy   -13.742 eV
SMILES   CC[C@H](C)NCC[NH3+]

Last column: Löwdin charge in e.
Atoms and positions in Å:
H: 0.0408 -2.6460 0.3558  0.107
C: -0.5372 -0.5699 0.3790  -0.366
H: -1.0313 -2.3062 2.5769  0.071
C: 0.2916 2.3423 -0.8192  -0.131
H: 1.8132 1.0152 -0.5087  0.139
H: 0.1974 3.2531 -1.4117  0.132
H: -1.4467 1.0754 -1.2777  0.109
N: 1.7500 2.0351 -0.6964  0.172
H: 0.7440 -2.7725 2.7273  0.076
H: -0.6939 0.2077 1.1218  0.139
N: 0.2679 -0.0740 -0.8023  -0.066
H: 1.3733 -1.5621 0.8092  0.103
H: 0.1940 -1.1410 3.0170  0.071
H: 2.1786 2.1320 -1.6245  0.176
H: 0.2430 -0.8338 -1.4836  0.134
H: -1.9465 -2.0891 -0.5301  0.090
H: -2.3272 -1.4077 0.9567  0.087
C: -0.3695 1.0886 -1.4364  -0.189
H: 2.1508 2.6727 -0.0159  0.169
C: 0.0091 -2.0319 2.4202  -0.083
H: -2.6117 -0.4819 -0.5398  0.074
C: -1.9045 -1.1279 -0.0186  -0.056
H: -0.3050 1.3063 -2.5057  0.129
C: 0.3062 -1.7572 0.9177  -0.213
H: -0.1248 2.5886 0.1535  0.126

Entry 9:
ORCA calculation (ωB97M-V/def2-TZVPD) on a 2-piece molecular cluster, C6H17N2 overall.

Net charge   +1
Spin multiplicity   1
HOMO-LUMO gap   9.928 eV
ΔE to the lowest compared entry with this formula, charge and spin   29.1 kcal per mole
HOMO energy   -13.208 eV

Last column: Löwdin charge in e.
Atoms and positions in Å:
C: 3.0318 0.4055 -1.1391  -0.089
H: -2.8318 0.1443 0.6095  0.139
H: 0.8845 1.0712 0.4348  0.073
H: -4.0872 -1.6333 -0.0902  0.097
H: 1.3667 -0.6435 -2.0240  0.135
C: 1.5340 0.2855 -1.4493  -0.478
H: -0.8860 0.8505 1.6056  0.172
N: -0.7153 0.0102 2.2451  0.124
C: -1.7165 -1.0319 2.0337  -0.115
H: 0.2399 -0.3546 2.0376  0.134
H: 3.6024 0.4074 -2.0989  0.093
H: -3.5006 -2.6934 1.0115  0.102
H: -1.5371 -1.9806 2.5534  0.132
H: -0.6879 0.3677 3.2090  0.174
H: -0.0593 1.4001 -2.4979  0.079
C: 1.0290 1.4757 -2.2887  -0.089
C: -2.7247 -0.8206 1.1404  -0.163
H: 1.1869 2.4388 -1.7268  0.094
H: 1.0429 -0.6964 0.4406  0.086
N: -3.7148 -1.7333 0.8288  0.093
H: -0.3577 0.0846 -0.3406  0.068
H: 3.3820 -0.4491 -0.4985  0.089
H: 3.2311 1.3590 -0.6107  0.085
H: 1.5760 1.5521 -3.2442  0.085
C: 0.7117 0.1841 -0.1409  -0.121

Q: What is the formula in the seventh record?
A: C6H17N2